# 1
Here is a structure of composition C37H41N10O2PV from OMol25. Energies are from ωB97M-V with the def2-TZVPD basis set.

Geometry (Å):
V 0.07219 -0.34961 1.31246
C -0.70471 1.75689 3.54826
C 0.35039 0.99779 4.35026
C 0.34979 -0.51051 4.24866
C 0.78649 -1.21391 5.37146
C 0.75519 -2.59671 5.38346
C 0.23399 -3.24321 4.27096
C -0.16701 -2.48191 3.19156
N -0.07351 -1.14471 3.14526
N -0.47211 1.93479 2.09396
C -1.64541 2.70659 1.60306
C -2.23811 2.49829 0.22236
C -3.62601 2.35609 0.12096
C -4.23961 2.50859 -1.11034
C -3.44791 2.77289 -2.21814
C -2.07751 2.83659 -2.02414
N -1.47901 2.69769 -0.84934
C 0.74719 2.72909 1.88686
C 1.62419 2.40159 0.70746
C 2.60259 3.33969 0.36656
C 3.56819 3.01869 -0.56634
C 3.53969 1.74619 -1.12324
C 2.51819 0.89269 -0.74824
N 1.56379 1.20919 0.12936
H -1.64841 1.22069 3.68486
H -0.81141 2.74859 4.01876
H 1.35379 1.37609 4.14716
H 0.16539 1.23969 5.40126
H 1.14389 -0.67351 6.23686
H 1.09629 -3.15091 6.24236
H 0.14259 -4.31671 4.23436
H -0.59841 -2.97261 2.32746
H -2.47261 2.58919 2.30806
H -1.39701 3.78079 1.62716
H -4.22211 2.17759 1.00336
H -5.31441 2.45159 -1.19664
H -3.88681 2.95279 -3.18664
H -1.41591 3.07829 -2.84854
H 0.51599 3.80269 1.85246
H 1.40779 2.60629 2.75046
H 2.61649 4.30159 0.85096
H 4.33809 3.72449 -0.83614
H 4.29909 1.42979 -1.82334
H 2.48919 -0.12011 -1.13954
O 1.82559 -3.52311 -0.50174
C 1.53439 -2.57621 0.19916
N 0.31399 -1.98501 0.33616
C -0.76951 -2.51281 -0.30604
O -0.78811 -3.38641 -1.15864
C -2.01511 -1.88251 0.18966
C -3.24141 -2.49241 -0.06584
C -4.38241 -1.99551 0.53216
C -4.23371 -0.89501 1.37176
C -2.98091 -0.33951 1.54946
N -1.86341 -0.79241 0.96916
C 2.55949 -1.89131 1.04226
C 3.85579 -2.39961 1.06536
C 4.82679 -1.72711 1.78256
C 4.44609 -0.57521 2.45996
C 3.12689 -0.15951 2.39466
N 2.18459 -0.78791 1.69796
H -3.26121 -3.36231 -0.70644
H -5.34311 -2.45871 0.37656
H -5.08651 -0.48031 1.88686
H -2.86731 0.50049 2.21436
H 4.05869 -3.30311 0.50946
H 5.84669 -2.07791 1.80866
H 5.16439 0.00469 3.01746
H 2.83129 0.74779 2.90196
C 1.14309 -0.81171 -5.16794
N 0.38899 0.47779 -4.82714
C -1.08981 0.20109 -5.08904
N -1.53901 -0.91171 -4.35274
C -0.77881 -2.10641 -4.68304
N 0.62989 -1.88801 -4.42634
C 0.93089 -1.83631 -3.01684
P 0.06399 -0.41761 -2.12564
C 0.62359 0.85839 -3.41734
C -1.61161 -0.68341 -2.92574
H 2.20059 -0.64861 -4.93984
H 1.01349 -0.99011 -6.23954
H 0.70949 1.23379 -5.43894
H -1.19901 0.01549 -6.16284
H -1.65251 1.09379 -4.80744
H -0.92021 -2.35061 -5.73804
H -1.12781 -2.93581 -4.06984
H 2.01229 -1.73571 -2.88384
H 0.63489 -2.78261 -2.55544
H 1.69619 1.02629 -3.27724
H 0.10809 1.79739 -3.20554
H -2.24231 0.19049 -2.72164
H -2.07891 -1.55371 -2.46244

Forces on the atoms, in the same order (eV/Å):
V 1.597 2.900 0.032
C 0.098 0.041 0.643
C -0.009 -0.009 -0.276
C 0.114 0.016 0.713
C -0.040 -0.253 -0.150
C -0.044 0.203 -0.156
C -0.029 0.248 -0.077
C -0.282 -0.841 0.290
N -0.148 0.156 1.064
N 0.111 -0.500 -0.203
C -0.408 0.196 -0.327
C -0.317 -0.047 0.057
C 0.227 0.125 -0.063
C 0.125 -0.071 -0.050
C -0.018 -0.039 0.223
C -0.041 0.087 -0.211
N 0.404 0.119 0.282
C 0.302 0.242 0.041
C 0.272 0.301 -0.235
C 0.004 -0.111 -0.111
C -0.200 -0.129 0.127
C -0.185 -0.049 0.034
C 0.312 -0.066 -0.152
N -0.701 0.178 0.528
H 0.055 0.171 -0.090
H -0.073 -0.148 -0.095
H -0.014 0.028 0.084
H 0.029 0.002 -0.126
H -0.031 0.077 0.002
H 0.042 -0.065 0.104
H -0.047 -0.082 -0.032
H 0.127 0.072 0.107
H 0.184 -0.071 -0.008
H -0.039 -0.234 0.146
H -0.044 0.055 0.069
H -0.076 -0.025 -0.022
H 0.006 0.003 -0.116
H -0.081 0.002 -0.123
H 0.000 -0.172 0.052
H -0.147 0.024 -0.034
H -0.054 0.181 0.085
H 0.062 0.085 -0.005
H -0.001 -0.090 -0.024
H -0.028 0.030 -0.004
O 0.088 0.186 0.138
C 0.594 -0.559 -0.201
N 0.153 -1.395 -0.581
C 0.067 -0.826 -0.556
O -0.352 0.438 0.500
C -1.103 -0.264 0.029
C 0.398 0.101 0.007
C 0.179 0.370 0.218
C -0.026 -0.298 -0.236
C -0.165 0.122 0.225
N -1.459 -0.444 -0.540
C 0.699 -0.361 0.003
C -0.222 0.092 -0.016
C -0.219 0.155 0.063
C -0.028 -0.106 -0.103
C 0.316 0.261 0.202
N 0.071 -0.397 -0.104
H 0.063 -0.040 -0.006
H -0.111 -0.026 -0.018
H -0.008 0.082 0.082
H 0.040 0.050 0.025
H 0.007 -0.015 -0.038
H 0.077 -0.038 0.022
H 0.021 0.047 0.103
H -0.010 0.045 0.031
C 0.309 -0.163 -0.287
N 0.052 0.016 -0.402
C -0.483 0.182 -0.247
N -0.443 -0.174 -0.341
C -0.028 -0.062 -0.146
N 0.248 -0.406 -0.355
C 0.075 -0.071 0.690
P -0.115 0.357 -1.473
C 0.077 0.159 1.057
C 0.038 0.074 0.489
H -0.147 0.080 -0.054
H -0.021 0.176 0.080
H -0.072 -0.130 0.016
H 0.144 0.086 0.123
H 0.144 0.037 -0.050
H -0.032 0.023 0.015
H -0.002 -0.011 -0.054
H -0.012 -0.014 0.038
H 0.175 0.210 -0.051
H -0.124 0.015 -0.125
H 0.093 -0.058 -0.139
H 0.060 -0.130 0.013
H -0.021 0.083 -0.040

calculated total energy	-3417.49952	Ha
net charge	+2
molar mass	739.72	g mol⁻¹
highest occupied orbital energy (alpha / beta)	-11.4912 / -10.5842	eV
2S+1	2
energy relative to the best compared isomer or geometry (same formula, charge and spin)	0.0000	eV
gap between HOMO and LUMO (alpha / beta)	6.4 / 5.5	eV



# 2
Here is a cluster of 2 separate species, C37H41N3P in total from OMol25. Energies are from ωB97M-V with the def2-TZVPD basis set.

Geometry (Å):
C -7.22104 2.44763 1.22252
C -5.72531 2.29446 1.20276
C -4.93472 2.95674 2.14758
C -3.54362 2.83073 2.16158
C -2.77745 3.59620 3.19537
C -2.92000 1.98087 1.22364
N -1.48538 1.86974 1.15867
P -0.46866 0.60790 1.80806
H -0.10941 0.03502 0.49818
N 0.82926 1.77435 1.85325
C 1.98155 1.80420 2.71756
C 3.15131 1.14505 2.30965
C 3.13113 0.40603 1.01328
C 4.31182 1.23390 3.08037
C 4.34069 1.98500 4.25960
C 5.59766 2.03972 5.08445
C 3.18402 2.68530 4.62402
C 2.01194 2.62048 3.86582
C 0.81745 3.41782 4.29264
C 0.57982 2.81191 0.97593
C -0.71898 2.86993 0.59085
C -3.69646 1.34614 0.24200
C -3.00058 0.54817 -0.81307
C -5.08336 1.50756 0.23853
H -7.66641 1.87512 0.40288
H -7.65465 2.09033 2.16712
H -7.51734 3.49950 1.10883
H -5.41757 3.59206 2.89599
H -1.69914 3.56912 3.02796
H -3.09513 4.65023 3.21067
H -2.97339 3.19682 4.20177
H 4.07778 -0.12158 0.85853
H 2.32131 -0.32962 0.98662
H 2.97798 1.08728 0.16428
H 5.21490 0.70925 2.75467
H 5.46288 2.68145 5.96098
H 5.89279 1.04092 5.43596
H 6.43819 2.43596 4.49805
H 3.19666 3.30104 5.52785
H 1.08256 3.99789 5.18623
H 0.48091 4.13374 3.53047
H -0.03898 2.78365 4.55965
H 1.35090 3.54125 0.77964
H -1.19400 3.65439 0.02306
H -3.73610 0.09436 -1.48457
H -2.33038 1.17656 -1.41694
H -2.39721 -0.26149 -0.38559
H -5.68216 1.01021 -0.53094
C 5.20750 -2.49029 -1.15330
N 3.84015 -2.52949 -1.63805
C 2.75324 -2.39818 -0.84697
C 1.56571 -2.51847 -1.61889
C 0.26649 -2.37263 -1.14981
C -0.89433 -2.57712 -1.98064
C -1.05289 -1.87963 -3.20319
C -2.12865 -2.12892 -4.04074
C -3.05892 -3.13143 -3.73763
C -4.11828 -3.49325 -4.73367
C -2.94044 -3.80443 -2.51174
C -1.91350 -3.50213 -1.62717
C 2.02473 -2.87230 -2.97084
C 1.43402 -3.35968 -4.12430
C 2.22560 -3.64716 -5.25003
C 3.61878 -3.47397 -5.21607
C 4.24976 -3.05842 -4.03126
C 3.43674 -2.78738 -2.94797
H 5.88502 -2.64686 -1.99281
H 5.41502 -1.52104 -0.67807
H 5.38675 -3.27241 -0.40094
H 2.85590 -2.23953 0.22146
H 0.14127 -2.30197 -0.06869
H -0.30133 -1.13890 -3.48484
H -2.23100 -1.57167 -4.97202
H -4.77649 -4.26736 -4.32792
H -4.71177 -2.60546 -4.98321
H -3.68568 -3.87257 -5.66976
H -3.65664 -4.59066 -2.26172
H -1.83190 -4.00610 -0.66046
H 0.36376 -3.53132 -4.14828
H 1.74558 -4.01597 -6.16082
H 4.21171 -3.66931 -6.11103
H 5.32801 -2.94728 -3.93504

Forces on the atoms, in the same order (eV/Å):
C -0.204 -0.001 -0.087
C 0.467 0.057 0.107
C -0.057 -0.258 -0.310
C -0.047 -0.360 -0.172
C 0.213 0.292 0.389
C -0.415 0.486 0.025
N -0.694 -1.256 0.614
P 0.126 1.623 -0.436
H 0.019 0.005 0.108
N 0.202 -1.404 1.019
C 0.360 0.451 0.104
C -0.101 0.238 0.388
C 0.162 -0.266 -0.400
C -0.257 0.002 0.044
C -0.337 -0.006 -0.239
C 0.168 0.072 0.139
C 0.300 -0.256 -0.112
C -0.003 -0.373 -0.289
C -0.233 0.320 0.406
C -1.028 0.871 -0.652
C 1.246 0.547 0.115
C 0.019 0.237 0.334
C -0.050 -0.317 -0.454
C -0.007 0.035 0.225
H -0.033 0.124 0.161
H 0.159 0.055 -0.227
H 0.093 -0.244 0.007
H 0.167 -0.159 -0.221
H -0.178 -0.027 -0.026
H 0.097 -0.313 -0.040
H 0.060 0.048 -0.244
H -0.037 0.058 0.013
H -0.018 0.154 -0.001
H -0.031 -0.159 0.167
H -0.255 0.146 0.082
H 0.060 -0.122 -0.147
H -0.127 0.232 -0.088
H -0.206 -0.069 0.127
H -0.012 -0.183 -0.288
H -0.152 -0.109 -0.208
H 0.120 -0.269 0.063
H 0.208 0.067 -0.164
H -0.013 -0.025 -0.117
H 0.038 -0.040 -0.107
H 0.134 0.023 0.033
H -0.093 -0.141 0.177
H -0.040 0.117 -0.056
H 0.219 0.137 0.234
C 0.544 0.107 0.406
N -1.672 0.325 1.881
C 1.280 0.052 -0.697
C -1.029 0.067 -0.260
C 1.315 -1.147 0.169
C -1.325 0.208 -0.816
C 0.209 -0.007 0.293
C 0.163 -0.046 0.155
C 0.407 -0.119 0.189
C -0.268 -0.021 0.034
C 0.067 0.035 -0.091
C 0.655 0.428 0.299
C 0.930 0.113 -0.196
C -0.068 -0.157 -0.632
C 0.089 0.099 0.420
C -0.051 0.208 0.332
C -0.204 -0.094 -0.443
C -0.557 -0.447 -0.479
H -0.079 0.093 0.241
H -0.067 -0.245 -0.310
H -0.185 0.147 -0.353
H 0.001 0.047 -0.254
H -0.072 0.120 -0.143
H -0.264 -0.157 0.074
H 0.056 -0.102 0.221
H 0.027 0.186 -0.141
H 0.020 -0.223 0.006
H -0.015 0.121 0.263
H 0.205 0.301 -0.021
H -0.146 0.036 -0.339
H 0.223 0.022 -0.191
H 0.205 0.137 0.370
H -0.165 0.018 0.330
H -0.241 -0.141 -0.315

calculated total energy	-1939.90570	Ha
net charge	+1
molar mass	558.73	g mol⁻¹
highest occupied orbital energy	-9.0945	eV
2S+1	1
energy relative to the best compared isomer or geometry (same formula, charge and spin)	0.5019	eV
gap between HOMO and LUMO	4.4	eV



Question: Look up the energy relative to the best compared isomer or geometry (same formula, charge and spin) of the first one.
Answer: 0.0000 eV